[1]
{"formula": "C54H62O16", "method": "ωB97M-V/def2-TZVPD", "symbols": ["C", "C", "C", "C", "C", "C", "H", "H", "H", "H", "H", "H", "H", "H", "H", "H", "H", "H", "H", "H", "C", "C", "C", "C", "C", "C", "O", "O", "H", "H", "H", "H", "H", "H", "C", "C", "C", "C", "C", "C", "O", "O", "H", "H", "H", "H", "H", "H", "C", "C", "C", "C", "C", "C", "O", "O", "H", "H", "H", "H", "H", "H", "C", "C", "C", "C", "C", "C", "O", "O", "H", "H", "H", "H", "H", "H", "C", "C", "C", "C", "C", "C", "O", "O", "H", "H", "H", "H", "H", "H", "C", "C", "C", "C", "C", "C", "O", "O", "H", "H", "H", "H", "H", "H", "C", "C", "C", "C", "C", "C", "O", "O", "H", "H", "H", "H", "H", "H", "C", "C", "C", "C", "C", "C", "O", "O", "H", "H", "H", "H", "H", "H"], "xyz": [[-1.14206, -2.42586, 4.85700], [-1.92281, -1.28591, 4.31213], [-1.59198, 0.11495, 4.98613], [-2.25115, 0.24936, 6.36134], [-3.81216, 0.49639, 6.37813], [-4.39166, 0.64369, 7.78632], [-1.58250, -2.82188, 5.81603], [-0.08911, -2.10325, 5.07255], [-0.99890, -3.28138, 4.18380], [-1.72407, -1.15825, 3.22037], [-3.00754, -1.41838, 4.31302], [-1.92974, 0.81804, 4.23491], [-0.49448, 0.17715, 5.07953], [-1.98587, -0.51530, 7.08708], [-1.76041, 1.08688, 6.93691], [-4.08692, 1.33919, 5.74125], [-4.37660, -0.32663, 5.88839], [-5.46718, 0.90694, 7.84835], [-4.25681, -0.22660, 8.37394], [-3.78429, 1.38789, 8.29744], [3.80727, 1.02983, -5.05455], [2.42238, 1.28659, -4.92259], [1.51109, 0.25210, -4.80339], [2.00876, -1.04023, -4.59388], [3.38280, -1.28145, -4.64420], [4.29096, -0.24103, -4.80430], [5.63850, -0.57379, -4.78391], [0.15652, 0.47241, -4.73859], [4.36202, 1.95117, -5.25713], [1.98776, 2.27470, -5.07696], [1.29311, -1.80299, -4.35593], [3.75320, -2.28287, -4.42919], [6.16766, 0.20505, -4.85842], [-0.06342, 1.34840, -5.01823], [-3.11951, -0.52978, 0.91047], [-3.21434, 0.73411, 0.30036], [-4.45313, 1.39869, 0.14046], [-5.58152, 0.74381, 0.60767], [-5.47291, -0.50206, 1.22398], [-4.25529, -1.16372, 1.30491], [-4.22005, -2.31585, 2.05537], [-4.56907, 2.71506, -0.20528], [-2.06273, -0.90042, 1.07967], [-2.27035, 1.24406, 0.04245], [-6.49166, 1.24795, 0.51456], [-6.25741, -0.97863, 1.72728], [-3.44149, -2.85972, 1.91353], [-4.16763, 2.87926, -1.05600], [-1.29865, 2.70527, -3.50916], [-0.16183, 3.44798, -3.11756], [-0.11546, 4.79428, -3.27583], [-1.13242, 5.44615, -3.92313], [-2.21146, 4.77793, -4.35971], [-2.33425, 3.38037, -4.15225], [-3.45299, 2.79534, -4.60813], [0.94159, 5.50088, -2.61585], [-1.38539, 1.61589, -3.33069], [0.72875, 2.96461, -2.64300], [-1.15020, 6.53405, -4.04791], [-3.07320, 5.22554, -4.77435], [-3.58515, 1.92108, -4.26828], [0.63088, 6.43652, -2.53774], [-2.68470, -7.37720, 0.19177], [-2.82077, -6.06577, 0.66256], [-1.81387, -5.11381, 0.38744], [-0.84927, -5.43737, -0.52069], [-0.79905, -6.68533, -1.12418], [-1.60709, -7.69679, -0.66570], [-1.52504, -8.99876, -1.19020], [-1.84661, -3.91249, 1.05369], [-3.29473, -8.21866, 0.47755], [-3.65375, -5.76634, 1.25803], [-0.07224, -4.69380, -0.74799], [0.03313, -6.83759, -1.78917], [-2.31487, -9.41063, -0.80389], [-1.06587, -3.43377, 0.74242], [6.46269, 2.96795, 2.94262], [7.49965, 2.30506, 3.55996], [7.30465, 1.39599, 4.61093], [5.97493, 1.21572, 4.97396], [4.90831, 1.88334, 4.34604], [5.14994, 2.80620, 3.33070], [4.20230, 3.62130, 2.71262], [8.28916, 0.79505, 5.26471], [6.66173, 3.60310, 2.17008], [8.46726, 2.33513, 3.15851], [5.76581, 0.49001, 5.77048], [3.91865, 1.82766, 4.80969], [3.36775, 3.37734, 3.04947], [9.00882, 0.74702, 4.59746], [-2.17433, -1.62106, -4.02519], [-1.86382, -2.96943, -4.00166], [-2.62647, -3.92016, -3.23922], [-3.72621, -3.42095, -2.50365], [-3.96055, -2.07916, -2.46353], [-3.17080, -1.17955, -3.17518], [-3.53714, 0.19653, -3.16355], [-2.31916, -5.22611, -3.35459], [-1.73307, -0.94886, -4.71271], [-1.05013, -3.33207, -4.68050], [-4.38964, -4.04508, -1.93162], [-4.74663, -1.78141, -1.81124], [-3.67413, 0.31454, -2.19844], [-2.85955, -5.74001, -2.73954], [4.87170, 1.71883, -1.17138], [3.76738, 2.29327, -0.56197], [3.14167, 3.38967, -1.10359], [3.67578, 3.97750, -2.24763], [4.85754, 3.51004, -2.79926], [5.44886, 2.37313, -2.25988], [6.48459, 1.88149, -3.00284], [2.06850, 3.94938, -0.40774], [5.38280, 0.87903, -0.84379], [3.48562, 1.91048, 0.44285], [3.24652, 4.92804, -2.62100], [5.21176, 3.91200, -3.79148], [6.99729, 1.26897, -2.39085], [1.71332, 4.70609, -0.90692], [0.39053, -1.07823, 1.14234], [0.64066, 0.03688, 1.89065], [0.74677, 1.28798, 1.24680], [0.50678, 1.32801, -0.11337], [0.18931, 0.20792, -0.87495], [0.13944, -0.99773, -0.21934], [-0.22222, -2.13227, -0.88723], [1.17031, 2.43371, 1.91481], [0.15174, -1.98192, 1.70406], [0.83096, 0.07439, 2.95690], [0.61074, 2.27004, -0.62929], [0.08830, 0.27968, -1.93349], [-0.69477, -1.97022, -1.71691], [1.37729, 3.06050, 1.12708]], "orbital_gap_ev": 8.4, "homo_energy_ev": -8.1187, "e_above_lowest_kcal_mol": 2.7, "multiplicity": 1, "charge": 0, "e_lumo_ev": 0.26}

=====

[2]
{"formula": "C25H31BiN2O3Te", "method": "ωB97M-V/def2-TZVPD", "symbols": ["Bi", "C", "N", "C", "C", "C", "N", "C", "C", "H", "H", "H", "H", "H", "H", "H", "H", "H", "H", "H", "H", "H", "H", "H", "H", "O", "C", "C", "C", "C", "C", "C", "C", "O", "O", "H", "H", "H", "H", "H", "Te", "C", "C", "C", "C", "C", "C", "C", "C", "C", "C", "C", "C", "H", "H", "H", "H", "H", "H", "H", "H", "H", "H"], "xyz": [[0.36132, -0.53855, 0.23117], [0.68186, -1.78379, 3.28728], [1.40575, -0.77776, 2.48645], [1.30674, 0.54957, 3.11765], [2.80230, -1.17647, 2.24546], [3.40434, -0.44719, 1.05483], [2.71937, -0.76193, -0.22398], [3.04492, -2.13299, -0.67930], [3.12996, 0.20624, -1.26412], [1.15089, -1.92440, 4.26474], [0.65527, -2.73833, 2.76357], [-0.34303, -1.44931, 3.44892], [1.78021, 0.55152, 4.10347], [0.25739, 0.82174, 3.23817], [1.78538, 1.31227, 2.50414], [2.82487, -2.25375, 2.07730], [3.42252, -0.97446, 3.12458], [4.46041, -0.71970, 0.97515], [3.36183, 0.63257, 1.20549], [4.12660, -2.24159, -0.79063], [2.57434, -2.31978, -1.63994], [2.68811, -2.88108, 0.02782], [4.21293, 0.16513, -1.40517], [2.85565, 1.22007, -0.97635], [2.65106, -0.04111, -2.21051], [-0.40940, -3.33092, -3.77631], [-0.97454, -4.19269, -2.92755], [-1.57579, -5.33249, -3.45852], [-2.17299, -6.25376, -2.62934], [-2.19243, -6.07697, -1.23759], [-1.61817, -4.96145, -0.69733], [-0.99825, -3.99551, -1.52620], [-0.43423, -2.83100, -0.92448], [-0.47392, -2.62650, 0.35265], [0.15154, -1.89253, -1.60226], [-0.09176, -2.54965, -3.30432], [-1.56066, -5.46425, -4.53204], [-2.64282, -7.12805, -3.06004], [-2.65489, -6.81964, -0.60352], [-1.62219, -4.79549, 0.37056], [-0.36673, 1.91884, -1.16810], [-1.45112, 3.64874, -1.91444], [-2.80446, 3.53146, -2.17005], [-3.49536, 4.66530, -2.57684], [-2.82955, 5.87365, -2.72666], [-1.46840, 5.96071, -2.47152], [-0.76075, 4.83751, -2.06501], [-0.80472, 2.43738, 0.86916], [-1.89018, 1.85295, 1.51611], [-2.20765, 2.24346, 2.81135], [-1.44291, 3.20702, 3.45423], [-0.35859, 3.78549, 2.80439], [-0.03475, 3.40141, 1.51125], [-3.32360, 2.58863, -2.05977], [-4.55518, 4.59244, -2.78005], [-3.37239, 6.75117, -3.05090], [-0.94386, 6.89892, -2.59254], [0.30276, 4.90104, -1.87543], [-2.50594, 1.11713, 1.00980], [-3.06765, 1.81115, 3.30613], [-1.70037, 3.51988, 4.45736], [0.23068, 4.54471, 3.30182], [0.80022, 3.86500, 0.99980]], "orbital_gap_ev": 6.7, "homo_energy_ev": -13.7121, "multiplicity": 1, "charge": 2, "e_lumo_ev": -7.04}

=====

[3]
{"formula": "C28H42BrN3P2Sn", "method": "ωB97M-V/def2-TZVPD", "symbols": ["C", "C", "C", "C", "N", "C", "C", "C", "C", "C", "C", "C", "C", "C", "Sn", "P", "H", "H", "H", "H", "H", "H", "H", "H", "C", "C", "H", "H", "H", "H", "H", "C", "C", "H", "H", "H", "H", "H", "C", "C", "H", "H", "H", "H", "H", "Br", "P", "C", "C", "H", "H", "H", "H", "H", "C", "C", "H", "H", "H", "H", "H", "C", "C", "H", "H", "H", "H", "H", "N", "C", "C", "C", "N", "H", "H", "H", "H"], "xyz": [[8.86950, -0.70748, -2.76060], [8.25840, 0.56472, -2.69328], [9.10866, 1.66710, -2.92283], [10.43680, 1.45878, -3.35965], [10.95034, 0.23525, -3.49103], [10.20433, -0.83529, -3.20036], [6.84702, 0.69836, -2.38134], [5.66150, 0.80279, -2.03266], [4.61629, 0.57147, -1.08798], [3.45606, -0.27012, -1.26664], [2.60378, -0.48121, -0.16513], [2.92072, -0.05169, 1.14106], [4.00976, 0.82766, 1.26159], [4.76714, 1.21876, 0.17480], [2.87025, 2.00192, -1.68556], [-0.78759, 1.14734, -2.27770], [8.76321, 2.69085, -2.76501], [8.31846, -1.60467, -2.47007], [11.08702, 2.30972, -3.60189], [10.66066, -1.83139, -3.30954], [5.64545, 1.85850, 0.31569], [3.30375, -0.86056, -2.17528], [4.23404, 1.22951, 2.24585], [1.69027, -1.05759, -0.29404], [-2.58204, 1.66670, -2.19597], [-3.21204, 2.54073, -3.28535], [-2.66100, 2.17923, -1.22576], [-3.16601, 0.73936, -2.09935], [-4.28205, 2.69721, -3.08657], [-2.77370, 3.54197, -3.32566], [-3.14398, 2.09745, -4.28489], [-0.07975, 2.38480, -3.51527], [0.96225, 1.87711, -4.51322], [0.33807, 3.16269, -2.85754], [-0.88456, 2.93473, -4.02796], [1.64926, 2.68366, -4.78311], [1.58013, 1.06575, -4.11413], [0.49498, 1.53227, -5.43481], [-1.03375, -0.29542, -3.44095], [-1.83010, -0.14396, -4.73828], [-1.51511, -1.05852, -2.81702], [-0.02942, -0.67372, -3.66426], [-1.72496, -1.04756, -5.35426], [-2.90489, -0.02574, -4.56414], [-1.49691, 0.68708, -5.36816], [1.93081, -0.37620, 2.67100], [1.22218, 4.36454, 0.54452], [0.21602, 4.84246, -0.89494], [-0.57679, 6.16369, -1.02378], [-0.48091, 3.98974, -1.00807], [0.90935, 4.77811, -1.75147], [-0.93221, 6.25318, -2.05765], [-1.46892, 6.21356, -0.38667], [0.05306, 7.04032, -0.83976], [0.27857, 3.78745, 2.00765], [0.34805, 4.54660, 3.34871], [0.65374, 2.76231, 2.16086], [-0.78642, 3.68359, 1.74721], [-0.24362, 4.05374, 4.13464], [1.36405, 4.64421, 3.75492], [-0.08768, 5.54738, 3.23709], [3.03059, 4.41224, 0.60018], [3.68295, 5.76629, 0.27260], [3.52276, 3.65993, -0.08377], [3.31627, 4.00791, 1.59247], [4.76277, 5.60787, 0.24934], [3.38804, 6.08034, -0.72904], [3.47808, 6.56740, 0.98924], [-0.59834, -1.91498, 1.36641], [-0.55038, -3.26365, 1.36870], [-0.35745, -3.66126, 0.02714], [-0.27013, -2.44045, -0.67966], [-0.40618, -1.37225, 0.14166], [-0.56606, -1.30137, 2.20853], [-0.58697, -3.83808, 2.26716], [-0.33607, -4.65261, -0.40951], [-0.07348, -2.26296, -1.74459]], "orbital_gap_ev": [4.1, 3.3], "homo_energy_ev": [-17.6207, -17.6247], "e_above_lowest_kcal_mol": 0.0, "multiplicity": 1, "charge": 4, "e_lumo_ev": [-13.55, -14.37]}